Entry from OMol25: C34H32F3N5O2PRuS3 as an isolated structure (the ωB97M-V functional and the def2-TZVPD basis).

Expectation value of S²: 6.02
E: -3669.3240 Eh
Total charge: +1
HOMO-LUMO gap (alpha / beta): 0.3002 / 0.2472 Ha
E_LUMO (alpha / beta): -2.1 / -3.8 eV
HOMO (alpha / beta): -10.3 / -10.5 eV
2S+1: 5

Atoms and positions in Å:
Ru (1.07603, 0.26876, 1.82395)
N (2.25150, -1.06671, 5.55688)
C (2.15811, -0.71087, 4.28704)
O (1.31455, 0.12276, 3.87129)
C (3.00889, -1.40745, 3.27426)
C (2.86956, -0.63682, 1.97340)
H (1.61255, -0.65693, 6.22805)
H (2.92504, -1.76314, 5.78123)
H (2.66896, -2.43176, 3.17421)
H (4.02120, -1.48094, 3.65524)
H (3.12428, -1.23330, 1.09801)
H (3.48737, 0.25222, 2.10790)
F (-3.39214, 0.73629, -0.63119)
C (-2.80157, 0.02189, -1.55664)
F (-2.95629, 0.71496, -2.78332)
F (-3.47060, -1.13167, -1.64245)
C (-1.30906, -0.16676, -1.36090)
C (-0.54336, -0.13537, -2.50041)
C (0.86383, -0.09877, -2.48822)
C (1.44253, -0.03957, -1.24062)
N (0.69338, -0.14445, -0.12478)
C (-0.65584, -0.24766, -0.11747)
S (-1.27015, -0.43926, 1.44893)
H (-1.03789, -0.06047, -3.46026)
H (1.48595, -0.02534, -3.38061)
H (2.52142, 0.06403, -1.07171)
C (-4.58831, 9.79927, -3.33586)
C (-3.78892, 8.52475, -3.21720)
C (-4.34880, 7.24690, -3.38093)
C (-3.56058, 6.09729, -3.36480)
C (-2.20383, 6.22331, -3.11679)
N (-1.36700, 5.06522, -3.21797)
C (-0.74628, 4.35198, -2.25851)
O (-0.15051, 3.30829, -2.45164)
N (-0.87307, 4.85464, -0.94604)
C (-0.32748, 4.26305, 0.22930)
C (-0.31579, 5.07228, 1.36744)
C (0.10645, 4.54946, 2.59271)
C (0.61276, 3.27196, 2.59097)
N (0.73174, 2.52361, 1.44853)
C (0.25743, 2.99461, 0.26018)
C (-1.64729, 7.45171, -2.86424)
C (-2.43395, 8.59041, -2.89712)
H (-4.74276, 9.89479, -4.38674)
H (-4.13305, 10.63062, -2.83530)
H (-5.57267, 9.65720, -2.91188)
H (-5.43599, 7.18620, -3.46158)
H (-3.95641, 5.10766, -3.51514)
H (-1.42307, 4.54716, -4.09542)
H (-1.55955, 5.55215, -0.77557)
H (-0.65853, 6.11367, 1.28890)
H (0.12030, 5.21393, 3.45590)
H (1.08226, 2.79824, 3.44912)
H (0.31364, 2.42267, -0.59604)
H (-0.57157, 7.58013, -2.67046)
H (-2.02410, 9.59577, -2.78201)
S (-1.26703, -4.45591, 0.23347)
P (0.55683, -5.22939, 0.48281)
S (1.40628, -3.44972, -0.02897)
C (0.99924, -6.53203, -0.60074)
C (1.01279, -7.85313, -0.18778)
C (1.20695, -8.89209, -1.13272)
C (1.32764, -8.59581, -2.50402)
C (1.34252, -7.25429, -2.91353)
C (1.12613, -6.24372, -1.97654)
C (1.21394, -5.82827, 2.06389)
C (2.58915, -5.95193, 2.32382)
C (3.04740, -6.52958, 3.53832)
C (2.11681, -6.84633, 4.50726)
C (0.76099, -6.81343, 4.26579)
C (0.29032, -6.25230, 3.02936)
H (0.95057, -8.15425, 0.85859)
H (1.09490, -9.90676, -0.77844)
H (1.34469, -9.38259, -3.29218)
H (1.47233, -6.93922, -3.89868)
H (1.22654, -5.24126, -2.33378)
H (3.31642, -5.52537, 1.62441)
H (4.11938, -6.52855, 3.73261)
H (2.52964, -7.10782, 5.49642)
H (0.06918, -7.15761, 5.05422)
H (-0.73693, -6.12121, 2.91282)